1.
# CH25O15

A cluster of 13 separate species, CH25O15 in total in a non-equilibrium geometry (ωB97M-V with the def2-TZVPD basis set, the OMol25 dataset).

Geometry as XYZ:
```
41
Properties=species:S:1:pos:R:3:forces:R:3:nbo_charge:R:1
C -0.35571 -0.03941 0.48876 1.26 4.53 3.07 0.968
O 0.55951 -0.55906 1.18025 -1.19 -0.92 -1.59 -0.827
O -0.62628 -0.39391 -0.72532 -2.20 5.15 0.27 -0.674
O -0.81533 1.13152 0.89713 -0.34 -2.55 -1.74 -0.880
H -0.39152 -1.24548 -0.86398 1.16 -4.19 -0.81 0.487
O 2.79855 0.21300 0.59268 7.14 2.96 3.61 -0.943
H 2.98076 0.89940 1.42321 -0.67 -2.65 -3.45 0.467
H 1.91073 0.22645 0.54921 -5.14 -0.24 -0.15 0.477
O -0.75762 -2.69155 -1.03663 -2.52 -2.27 -5.01 -0.941
H -1.53052 -3.05721 -1.66857 2.75 1.86 1.30 0.510
H -1.00882 -3.18524 -0.31460 -0.21 -1.57 3.46 0.488
O -3.37161 1.27418 -1.08230 0.27 1.51 -1.15 -0.952
H -2.54181 1.19234 -0.63124 1.07 0.09 0.73 0.495
H -3.88392 0.56675 -0.77166 -1.16 -1.51 0.72 0.461
O 3.11907 -2.39764 1.78418 1.30 2.09 0.81 -0.973
H 3.03968 -1.47745 1.39829 -0.72 -0.89 -0.49 0.501
H 3.75182 -2.07306 2.47396 -0.52 -1.20 -0.38 0.453
O -2.85814 -0.30694 -3.42009 -4.37 -2.39 1.18 -0.959
H -2.26061 -0.10604 -4.04706 3.41 0.97 -2.96 0.462
H -2.63780 0.15569 -2.64959 0.54 1.34 1.78 0.488
O 0.43880 -2.10607 3.10870 3.02 -2.56 1.24 -0.993
H 1.37731 -2.55014 3.06576 -2.68 0.83 0.34 0.463
H 0.62848 -1.47568 2.42100 -0.61 0.93 -0.69 0.487
O 0.69546 2.25898 2.74774 2.15 -1.00 0.92 -0.983
H 0.51347 1.65284 1.99614 -0.69 0.10 0.41 0.504
H 1.39971 1.76885 3.27388 -1.49 1.00 -0.89 0.457
O -0.16890 -0.88912 -3.52679 -2.20 1.00 -7.49 -0.962
H 0.33618 -1.21489 -2.85505 3.10 -1.20 1.93 0.481
H 0.17554 -1.09372 -4.54495 -0.76 0.50 4.88 0.471
O -2.95362 1.23713 2.58155 5.92 -6.18 3.84 -0.998
H -2.16777 0.98541 2.04061 -0.93 1.22 -0.24 0.519
H -3.56330 1.76843 2.31658 -5.13 5.15 -3.51 0.453
O 0.01964 3.86510 0.42587 1.65 3.69 -0.82 -0.963
H -0.50369 3.14034 0.31035 -2.56 -3.26 -0.74 0.480
H 0.42879 3.67377 1.24335 0.86 -0.15 1.71 0.481
O 0.94647 1.98307 -1.47885 -0.24 -1.48 0.25 -0.960
H 1.17023 2.86570 -1.19001 -0.23 0.18 0.67 0.482
H 0.61052 1.45627 -0.70090 0.52 1.60 -1.38 0.468
O 1.91207 -1.58050 -1.97808 -4.78 -3.64 -1.76 -0.937
H 1.21136 -2.32014 -1.62360 2.30 2.27 -1.61 0.468
H 2.37283 -1.55198 -1.20990 2.88 0.88 3.75 0.474
```
Positions in Å, forces in eV/Å.

Properties
maximum force	0.182	hartree/bohr
energy relative to the best compared isomer or geometry (same formula, charge and spin)	135.1	kcal per mole
charge	-1
HOMO energy	-6.8	eV

=====

2.
# C45H54CsN7S

A structure of composition C45H54CsN7S in a non-equilibrium geometry (ωB97M-V with the def2-TZVPD basis set, the OMol25 dataset).

Geometry as XYZ:
```
108
Properties=species:S:1:pos:R:3:forces:R:3:lowdin_charge:R:1
Cs 0.13394 0.42926 -0.03900 1.09 -0.07 -0.56 1.131
C 0.81252 -2.43267 1.55270 0.11 -0.16 0.06 -0.265
C 0.22021 -3.51798 0.65954 -0.19 0.00 0.09 -0.194
C -1.30374 -3.45077 0.53860 -0.06 0.01 -0.06 -0.250
N -1.77002 -2.18162 -0.01977 -0.04 0.00 0.35 0.052
C -2.98231 -1.82030 0.23215 -0.06 0.21 -0.28 -0.251
C -3.92395 -2.50781 1.09827 0.04 -0.21 0.05 -0.060
C -5.26577 -2.72010 0.93075 0.02 -0.04 0.09 -0.155
C -6.13915 -2.26914 -0.06979 -0.04 -0.02 0.02 -0.185
C -5.82606 -1.26375 -0.97488 -0.03 0.01 -0.11 -0.165
C -4.70197 -0.46775 -1.07159 -0.19 0.08 -0.05 -0.073
C -3.47218 -0.49959 -0.33483 0.24 0.08 0.09 -0.277
N -2.69208 0.51466 -0.14665 -0.23 0.00 0.02 -0.079
C -3.11817 1.83795 -0.53710 -0.10 0.00 -0.04 -0.270
C -2.02399 2.90196 -0.34349 -0.07 -0.03 0.11 -0.242
C -1.73164 3.31780 1.11077 -0.13 -0.07 0.12 -0.255
N -0.87647 2.37419 1.80288 -0.17 0.13 0.06 -0.069
C -0.85416 2.29234 3.08891 0.01 -0.17 -0.14 -0.261
C -1.69710 3.04132 3.98880 -0.03 0.16 0.01 -0.063
C -1.46217 3.45858 5.27623 -0.08 0.03 0.04 -0.161
C -0.35305 3.27378 6.10519 -0.01 0.03 0.04 -0.186
C 0.72456 2.44041 5.80582 0.10 -0.03 0.00 -0.160
C 0.90691 1.54816 4.77478 0.12 -0.15 0.11 -0.071
C 0.04244 1.21065 3.67013 -0.30 0.14 -0.14 -0.270
N -0.00629 0.06160 3.08258 0.15 0.08 0.02 0.018
C 0.74562 -1.04080 3.65587 -0.01 0.02 0.07 -0.263
C 0.33196 -2.36004 2.99710 -0.03 -0.01 0.00 -0.193
H 0.55518 -1.49298 1.10399 0.09 -0.31 0.26 -0.113
H 1.90768 -2.48066 1.52716 -0.02 -0.08 0.00 0.116
H 0.50011 -4.51137 1.03335 -0.04 -0.02 -0.02 0.108
H 0.65676 -3.42162 -0.33559 0.07 0.04 -0.04 0.077
H -1.73857 -3.66386 1.51940 0.01 -0.01 -0.01 0.081
H -1.64479 -4.25924 -0.12450 0.00 -0.03 0.04 0.114
H -3.48078 -2.99530 1.95881 0.01 0.00 0.00 0.080
H -5.71561 -3.36677 1.68364 0.01 0.01 -0.01 0.084
H -7.14244 -2.67994 -0.08788 0.00 0.01 -0.01 0.060
H -6.61602 -1.00774 -1.68090 0.00 -0.02 0.01 0.082
H -4.77760 0.34343 -1.78776 0.03 0.02 0.01 0.070
H -4.00613 2.14068 0.04485 -0.04 -0.04 -0.06 0.119
H -3.42555 1.86815 -1.59582 0.04 0.04 0.01 0.097
H -2.32596 3.79380 -0.90646 -0.05 0.02 0.08 0.099
H -1.10897 2.54972 -0.81917 -0.08 0.26 -0.08 -0.012
H -2.70296 3.46348 1.60562 0.00 0.01 -0.02 0.093
H -1.24167 4.30423 1.10882 -0.02 0.00 -0.02 0.111
H -2.62632 3.39093 3.55431 0.00 -0.01 -0.01 0.073
H -2.25835 4.07269 5.69692 0.02 -0.01 0.01 0.082
H -0.33288 3.80514 7.05032 -0.01 0.00 -0.01 0.059
H 1.53788 2.45558 6.53097 -0.01 0.01 -0.01 0.083
H 1.81633 0.95830 4.82466 -0.01 -0.01 0.00 0.080
H 0.57759 -1.09648 4.74292 0.03 0.01 -0.01 0.109
H 1.82867 -0.89327 3.51401 -0.01 -0.03 0.01 0.117
H -0.75995 -2.41013 3.03677 -0.01 0.00 0.00 0.102
H 0.71767 -3.20932 3.57534 0.02 0.02 0.01 0.105
C 0.39510 -0.13020 -8.25259 0.00 0.01 0.00 -0.075
C 0.21909 -1.28248 -7.26303 -0.01 0.00 -0.03 -0.561
C -1.07370 -2.02860 -7.61618 -0.01 -0.01 0.00 -0.051
C 1.41514 -2.23246 -7.40965 -0.01 -0.01 0.01 -0.046
C 0.14462 -0.79764 -5.81810 0.00 -0.05 0.02 -0.164
C -0.05596 -1.70942 -4.78440 0.02 0.03 0.01 -0.003
C -0.08701 -1.26338 -3.47263 0.05 -0.08 -0.09 -0.093
N 0.06158 0.01106 -3.14660 -0.14 0.17 0.06 0.083
C 0.24535 0.89718 -4.11445 0.02 -0.25 -0.20 -0.201
C 0.29698 0.53506 -5.46254 0.01 0.02 0.16 0.039
C 0.44181 2.30688 -3.68339 -0.02 0.28 0.01 -0.194
C 0.11284 3.37787 -4.50916 0.08 -0.08 0.07 0.031
C 0.33974 4.68310 -4.08238 0.04 0.00 0.02 -0.167
C 0.91440 4.84178 -2.82791 -0.03 0.03 0.02 -0.002
C 1.19309 3.71565 -2.05988 -0.10 0.12 -0.10 -0.111
N 0.95118 2.48284 -2.46461 0.06 -0.10 -0.02 0.098
C -0.01693 5.85523 -4.99217 0.00 0.01 -0.01 -0.560
C -1.46616 5.71679 -5.47657 -0.02 0.01 0.02 -0.050
C 0.92787 5.84457 -6.20195 -0.01 0.00 -0.01 -0.047
C 0.12176 7.19941 -4.27765 0.01 0.02 0.01 -0.073
H 0.42252 -0.52405 -9.27098 0.00 -0.02 0.00 0.079
H 1.32787 0.40866 -8.07801 0.00 0.01 0.00 0.084
H -0.43078 0.58138 -8.19102 -0.01 0.00 0.00 0.085
H -1.03699 -2.37751 -8.65164 0.01 0.00 0.00 0.079
H -1.94104 -1.37589 -7.50235 0.00 0.01 0.00 0.090
H -1.22205 -2.89537 -6.97266 -0.01 0.00 0.01 0.076
H 1.47750 -2.60554 -8.43549 0.00 0.00 -0.01 0.080
H 1.32658 -3.08766 -6.73983 0.00 -0.01 0.00 0.080
H 2.34681 -1.71866 -7.16824 0.01 0.00 0.00 0.093
H -0.17432 -2.76708 -4.98165 0.00 0.00 -0.01 0.108
H -0.22805 -1.95114 -2.64513 -0.05 0.00 0.00 0.105
H 0.48879 1.29197 -6.20862 0.01 0.01 -0.01 0.095
H -0.33955 3.18556 -5.47292 0.00 -0.01 -0.01 0.106
H 1.12835 5.82003 -2.42170 0.01 0.00 0.01 0.099
H 1.61588 3.81636 -1.06510 0.00 0.01 0.00 0.123
H -1.60387 4.83322 -6.09937 0.00 -0.02 0.01 0.074
H -1.74733 6.59038 -6.07021 0.01 0.00 -0.01 0.080
H -2.15059 5.64017 -4.63025 -0.01 0.01 0.00 0.094
H 0.84556 4.90961 -6.75773 0.00 -0.01 0.00 0.079
H 1.96516 5.95330 -5.88056 0.01 0.00 0.00 0.089
H 0.68653 6.66796 -6.87948 0.00 0.01 0.00 0.081
H -0.49547 7.23923 -3.37870 -0.01 0.00 0.00 0.090
H -0.19960 8.00214 -4.94505 0.01 0.00 -0.01 0.080
H 1.15587 7.39929 -3.99275 0.01 -0.01 0.02 0.081
S 3.91361 0.14399 -0.98611 -0.04 0.24 -0.03 0.355
C 3.95979 -1.56073 -0.82291 0.00 0.07 -0.01 -0.896
C 4.93912 -2.17246 0.00769 -0.01 -0.19 0.02 -0.159
C 5.00680 -3.53883 0.11930 -0.01 0.06 -0.02 -0.130
C 4.10219 -4.32794 -0.59815 -0.01 -0.04 -0.01 -0.131
C 3.16885 -3.65922 -1.36930 0.02 -0.09 0.02 -0.226
N 3.07152 -2.33920 -1.48628 -0.01 -0.03 -0.05 0.022
H 5.62210 -1.52887 0.54390 0.00 0.02 0.01 0.074
H 5.75744 -3.99417 0.75807 -0.01 -0.02 0.00 0.086
H 4.10693 -5.40944 -0.55141 0.02 0.00 0.02 0.073
H 2.43495 -4.23259 -1.93469 -0.01 -0.01 0.02 0.089
```
Positions in Å, forces in eV/Å.

Properties
maximum force	0.024	hartree/bohr
energy relative to the best compared isomer or geometry (same formula, charge and spin)	22.6	kcal per mole
charge	-2
HOMO energy	-1.1	eV

=====

3.
# C14H25NO3P

A cluster of 2 separate species, C14H25NO3P in total in a non-equilibrium geometry (ωB97M-V with the def2-TZVPD basis set, the OMol25 dataset).

Geometry as XYZ:
```
44
Properties=species:S:1:pos:R:3:forces:R:3:nbo_charge:R:1
C -2.01773 -0.16873 -0.05028 -0.52 0.29 1.02 -0.632
C -1.21512 0.40674 1.17119 -0.35 -0.35 -1.30 -0.716
P 0.55907 -0.08832 1.28568 0.73 1.25 1.23 0.779
C 1.35716 0.51043 -0.30159 -0.91 -1.44 0.13 -0.898
C 0.75465 -1.92021 1.24176 -0.65 -0.45 -0.93 -0.321
C -0.22679 -2.86973 0.91705 -0.25 -0.22 0.03 -0.099
C 0.06651 -4.24415 0.90363 0.00 0.96 0.15 -0.217
C 1.34700 -4.61611 1.22234 -0.23 -1.09 -0.35 0.060
N 2.29978 -3.71784 1.52418 -0.10 -0.25 0.03 -0.280
C 3.68350 -4.22103 1.82287 -0.15 -0.16 0.62 0.123
O 4.26349 -3.37882 2.75662 0.23 -0.20 -0.98 -0.524
C 5.64438 -3.06608 2.49384 0.59 0.17 0.62 -0.264
C 2.01664 -2.41800 1.54740 0.10 1.16 0.07 0.101
H -2.65310 -0.98816 0.32379 0.17 0.16 -0.38 0.200
H -2.70534 0.61616 -0.42449 0.49 -0.65 -0.13 0.269
H -1.36751 -0.55084 -0.84732 -0.27 0.25 0.08 0.197
H -1.20599 1.50335 1.03832 0.43 -0.35 0.25 0.254
H -1.74145 0.23555 2.12108 0.34 -0.10 -0.24 0.249
H 2.27131 -0.09121 -0.41572 -0.10 0.51 -0.04 0.229
H 0.67376 0.23405 -1.12034 0.42 0.45 -0.03 0.229
H 1.55390 1.58436 -0.25545 -0.02 -0.31 0.03 0.255
H -1.23687 -2.54605 0.66727 0.30 -0.04 0.04 0.250
H -0.68144 -4.99051 0.64037 0.26 0.21 0.12 0.260
H 1.61568 -5.67424 1.19542 0.23 0.43 0.19 0.239
H 4.22337 -4.29289 0.86752 -0.06 0.13 0.29 0.199
H 3.54264 -5.21950 2.26548 -0.02 0.18 -0.34 0.196
H 6.07709 -3.61611 1.64688 -0.39 0.13 0.11 0.187
H 6.22122 -3.35359 3.38579 -0.22 0.17 -0.29 0.212
H 5.75201 -1.98451 2.33668 -0.08 -0.31 -0.02 0.199
H 2.79839 -1.70599 1.82185 0.00 -0.56 0.01 0.255
O -4.08279 1.80509 -1.87028 0.27 0.00 0.00 -0.586
C -3.71542 2.91172 -2.16492 -0.34 0.27 0.18 0.807
O -2.39850 3.15360 -2.30961 0.22 -0.40 -0.12 -0.516
C -1.86981 4.36549 -2.86396 0.06 0.32 0.08 -0.069
C -1.70415 5.43401 -1.80366 -0.14 -0.01 0.13 -0.636
C -4.68954 4.05707 -2.28113 -0.12 0.01 -0.56 -0.746
H -2.47361 4.70513 -3.70612 -0.07 -0.03 0.06 0.183
H -0.89342 4.10322 -3.27020 -0.07 -0.19 0.04 0.198
H -2.66186 5.71552 -1.36495 0.00 0.06 -0.08 0.211
H -1.24441 6.32660 -2.22869 0.01 -0.02 0.00 0.227
H -1.07550 5.06775 -0.99080 0.06 0.00 -0.07 0.214
H -4.83882 4.50201 -1.29790 0.03 0.01 -0.01 0.248
H -5.63749 3.66143 -2.63955 0.00 -0.09 0.21 0.253
H -4.38489 4.82332 -2.99003 0.09 0.10 0.17 0.222
```
Positions in Å, forces in eV/Å.

Properties
maximum force	0.037	hartree/bohr
charge	+1
HOMO energy	-11.1	eV

=====

Orbital gap? In order: 9.08, 4.41, 7.25 eV.